The following is a DFT calculation (ωB97M-V/def2-TZVPD) of C4H3NOS as an isolated structure in a non-equilibrium geometry.

LUMO (spin up / spin down): 0.353 / -1.855 eV
expectation value of S²: 2.044
relative energy (zero: lowest compared OMol25 entry of this formula, charge and spin): 72.2 kcal/mol
HOMO (spin up / spin down): -6.69 / -10.06 eV
spin multiplicity: 3

Cartesian coordinates (Å):
C -0.15 -1.09 -0.23
C 0.26 0.25 0.19
C -1.08 1.00 0.37
C 1.58 0.66 0.17
N -1.36 -1.47 -0.09
O -1.94 0.92 -0.82
S -2.32 -0.18 0.26
H 0.63 -1.65 -0.69
H 2.46 -0.11 0.25
H 1.91 1.68 0.58

Atomic partial charges in e from the Mulliken method, atoms 1 to 4: -0.2894, 0.6372, 0.1563, -0.8549